Entry 1:
DFT (wB97M-V/def2-TZVPD) results for a molecular structure, C37H42FN3OP2S6SiTi.

XYZ file:
```
94
C37H42FN3OP2S6SiTi wB97M-V/def2-TZVPD
Ti 0.8032 -1.0286 1.6733
C 1.5186 -0.5718 5.4472
Si 2.9569 -0.7258 4.2719
C 3.8630 -2.3054 4.7496
C 4.0384 0.7565 4.7265
N 2.5964 -0.6993 2.5613
C 3.5916 -0.4348 1.6489
C 4.9811 -0.5428 1.8635
C 5.9110 -0.2525 0.8775
C 5.5200 0.1669 -0.3863
C 4.1594 0.2806 -0.6477
C 3.2738 -0.0203 0.3496
F 1.9247 0.0869 0.0760
H 1.9204 -0.1620 6.3772
H 1.0373 -1.5273 5.6539
H 0.7762 0.1284 5.0584
H 4.1416 -2.2630 5.8045
H 4.7656 -2.4833 4.1642
H 3.2014 -3.1600 4.5955
H 4.4659 0.6056 5.7212
H 3.3860 1.6305 4.7578
H 4.8510 0.9715 4.0355
H 5.3264 -0.8872 2.8258
H 6.9644 -0.3632 1.1048
H 6.2465 0.3939 -1.1542
H 3.7797 0.6135 -1.6016
S 1.6723 -2.9437 0.1833
S 0.7487 -4.5740 1.0657
S 0.8625 -4.1847 3.0789
S -0.3178 -2.4881 3.3198
C 2.5148 0.0726 -4.0949
S 1.1646 -0.5689 -5.1108
C 0.4021 -1.7755 -3.9801
C -0.7731 -1.2739 -3.1503
C -0.2881 -0.4049 -1.9862
N -1.3089 0.1151 -1.0401
P -1.5358 -1.0322 0.2868
C -3.0536 -0.5590 1.2123
C -3.4595 -1.4971 2.1606
C -4.5789 -1.2780 2.9448
C -5.3305 -0.1217 2.7857
C -4.9483 0.8045 1.8277
C -3.8183 0.5889 1.0508
C -2.5784 -2.2308 -0.7678
C -3.6218 -1.7969 -1.5880
C -4.3808 -2.6948 -2.3163
C -4.1154 -4.0600 -2.2326
C -3.0950 -4.5053 -1.4091
C -2.3343 -3.5938 -0.6807
P -1.4577 1.7685 -0.6310
C 0.1810 2.5631 -0.9011
C 0.8846 2.8883 0.2613
C 2.0968 3.5598 0.1847
C 2.6100 3.9326 -1.0503
C 1.9104 3.6289 -2.2120
C 0.7018 2.9506 -2.1349
C -2.3750 2.5032 -2.0651
C -2.5552 1.9228 -3.3158
C -3.3075 2.5516 -4.2980
C -3.8974 3.7818 -4.0442
C -3.7344 4.3728 -2.7976
C -2.9889 3.7329 -1.8197
H 3.2647 0.4887 -4.7667
H 2.9665 -0.7402 -3.5285
H 2.1796 0.8498 -3.4115
H 1.1932 -2.1581 -3.3313
H 0.0802 -2.6019 -4.6149
H -1.2992 -2.1514 -2.7782
H -1.4711 -0.7384 -3.7969
H 0.2699 0.4397 -2.3909
H 0.4294 -1.0171 -1.4291
H -2.8770 -2.4016 2.2993
H -4.8590 -2.0145 3.6884
H -6.2001 0.0580 3.4055
H -5.5217 1.7131 1.6889
H -3.5454 1.3361 0.3162
H -3.8255 -0.7338 -1.6660
H -5.1808 -2.3362 -2.9537
H -4.7059 -4.7666 -2.8043
H -2.8823 -5.5648 -1.3319
H -1.5300 -3.9447 -0.0465
H 0.4936 2.5911 1.2304
H 2.6392 3.7810 1.0948
H 3.5573 4.4554 -1.1097
H 2.3058 3.9159 -3.1793
H 0.1622 2.7219 -3.0475
H -2.1078 0.9619 -3.5206
H -3.4325 2.0773 -5.2642
H -4.4892 4.2717 -4.8079
H -4.2016 5.3270 -2.5837
H -2.8790 4.1848 -0.8394
O 0.6802 1.8349 3.5536
S -0.6521 1.4691 2.8689
N -0.4573 0.3301 1.7666
```

Calculated values
- charge = -2
- highest occupied orbital energy (spin up / spin down) (eV) = -0.10 / -0.15
- molar mass (g/mol) = 894.06
- ΔE to the lowest compared entry with this formula, charge and spin (kJ/mol) = 118.76
- LUMO (spin up / spin down) (eV) = 3.9 / 3.9


Entry 2:
DFT (wB97M-V/def2-TZVPD) results for a single C15H20O6 molecule.

XYZ file:
```
41
C15H20O6 wB97M-V/def2-TZVPD
C -4.0361 0.3645 -1.7650
C -3.9816 0.0317 -0.5691
C -3.0014 -0.7590 0.0739
O -3.2368 -1.2840 1.2043
O -2.1096 -1.3576 -0.8502
C -1.1952 -2.1299 -0.1115
C 0.0125 -1.3995 0.4845
C 0.7307 -0.5849 -1.0315
H 1.1333 -1.3350 -1.6661
H 0.0313 -0.0809 -1.4596
O 1.6970 0.5148 -0.5010
C 2.9360 0.0741 -0.8044
O 3.4251 -1.2172 -1.3619
C 3.9408 1.1133 -0.1072
C 5.2280 0.9261 -0.3726
H 5.8239 1.6596 0.2886
H 5.7284 -0.0582 -0.6961
H 3.3697 1.7821 0.4330
C -0.2040 -0.0716 1.2675
H 0.5371 0.1851 2.0261
H -1.1189 -0.5704 1.9207
O -0.9670 1.0612 0.8416
C -0.1822 2.2329 0.8723
O 0.7348 2.3135 1.6866
C -0.7705 3.3854 -0.2242
C -1.7019 3.0878 -0.8269
H -2.1650 3.7087 -1.3867
H -2.2260 2.2713 -0.9870
H -0.3583 4.1313 0.2754
C 1.1023 -2.2615 1.1204
C 1.5853 -3.3019 0.1907
H 2.1784 -4.0500 0.7501
H 0.7888 -3.9939 -0.0957
H 2.1516 -3.2122 -0.6257
H 1.8992 -1.7057 1.3804
H 0.6022 -2.3834 1.9834
H -1.5418 -2.6010 0.5001
H -0.8739 -2.7008 -0.7098
H -4.9323 0.4452 0.1074
H -4.9387 1.1389 -2.2032
H -3.2301 -0.0909 -2.3332
```

Calculated values
- highest occupied orbital energy (eV) = -9.33
- molar mass (g/mol) = 296.32
- ΔE to the lowest compared entry with this formula, charge and spin (kJ/mol) = 1630.39
- LUMO (eV) = 0.0


Entry 3:
DFT (wB97M-V/def2-TZVPD) results for 2 unconnected molecules or ions with the total composition C4H8N2O2S.

XYZ file:
```
17
C4H8N2O2S wB97M-V/def2-TZVPD
C 1.4192 0.6697 -1.5022
C -0.5973 -1.1138 1.8942
C 0.8246 1.8671 -1.0520
C -1.3693 0.7411 0.2565
N 0.4195 2.9739 -1.0526
N -1.5856 -0.2559 -0.5328
O -0.2798 3.8763 -0.7765
O -1.9120 -0.1567 -1.8013
S -0.6312 0.6915 1.8020
H 1.4931 0.0066 -0.6178
H 2.3736 0.7832 -1.9800
H 0.7694 0.1076 -2.1823
H 0.1841 -1.4000 2.4955
H -0.5093 -1.3346 0.8390
H -1.4908 -1.6766 2.1196
H -1.9907 0.8017 -2.0084
H -1.6487 1.7227 -0.1308
```

Calculated values
- highest occupied orbital energy (eV) = -8.71
- molar mass (g/mol) = 148.19
- ΔE to the lowest compared entry with this formula, charge and spin (kJ/mol) = 574.82
- LUMO (eV) = 0.7